1.
DFT (the ωB97M-V functional and the def2-TZVPD basis) results for a cluster of 14 separate species, C5H41N2O14 in total in a non-equilibrium geometry.

The net charge is +2. As for the HOMO energy (alpha / beta): -16.57 / -16.56 eV. The calculation puts the frontier orbital gap (alpha / beta) at 11.24 / 5.64 eV. As for the spin multiplicity: 2. For the total energy, the calculation gives -37477.9945 eV.

Each atom is followed by the atoms it is bonded to, with distances in Å.
Geometry (Å):
1 H 0.44386 -1.00243 -1.47989  N55 1.031
2 H -0.63273 -1.39416 -3.40333  C60 1.106
3 H 2.82654 -2.23733 -2.71386  C51 1.100
4 H -1.21276 -3.95814 0.25621  O37 0.961
5 H 0.67466 -0.47934 -3.93566  C60 1.092
6 H -3.14399 1.59404 0.88299  O25 0.960
7 O 0.87638 1.35847 4.29901  H16 0.963, H31 0.961
8 C 2.65416 -0.02671 -2.09777  N30 1.487, H46 1.138, C51 1.515, H59 1.116
9 H -1.61161 4.69646 0.03248  O57 0.959
10 H 2.79109 2.92877 0.52234  C52 1.113
11 H 1.55111 -5.13943 -1.37937  O49 0.967
12 H -0.82078 0.92664 0.35774  O47 0.967
13 C 2.86499 0.89596 0.04178  H18 1.080, N30 1.515, H44 1.116, C52 1.503
14 H -1.32418 -4.07960 3.87473  O17 0.967
15 H -2.65567 -3.05960 -1.73865  O35 0.969
16 H -0.02632 1.03966 4.40773  O7 0.963
17 O -0.98042 -3.27176 3.46978  H14 0.967, H23 0.969
18 H 3.88644 1.00765 -0.29009  C13 1.080
19 H 0.59816 -4.36043 -0.53079  O49 0.977
20 O -1.74806 1.78875 3.31536  H26 0.974, H48 0.973
21 H 0.52122 1.49956 1.64251  O53 0.964
22 H -0.26899 3.78396 0.15546  O57 0.955
23 H -1.71495 -2.63956 3.47879  O17 0.969
24 H -2.54879 -0.70177 1.94842  O41 0.962
25 O -4.00369 1.58554 1.30960  H6 0.960, H29 0.960
26 H -2.55538 1.25740 3.19516  O20 0.974
27 H 1.52568 1.73066 -1.47488  N30 1.052
28 O 1.61816 3.60673 -2.82595  H32 0.966, H54 0.964
29 H -4.71740 1.24685 0.76469  O25 0.960
30 N 1.90390 0.81295 -1.12697  C8 1.487, C13 1.515, H27 1.052
31 H 1.01629 2.20484 4.73251  O7 0.961
32 H 1.38797 4.51704 -2.60046  O28 0.966
33 H -1.25787 -0.47542 0.33454  O47 0.965
34 H 0.36969 -0.94664 2.18292  O36 0.965
35 O -1.94754 -2.39769 -1.73113  H15 0.969, H43 0.969
36 O -0.45988 -0.45858 2.11404  H34 0.965, H61 0.965
37 O -0.49776 -3.69151 0.84007  H4 0.961, H45 0.981
38 H -0.90850 3.25453 -2.01033  O39 0.983
39 O -0.84965 2.57250 -2.71555  H38 0.983, H56 0.979
40 H 2.46773 1.79596 2.02223  C52 1.125
41 O -3.22959 -1.35241 1.75111  H24 0.962, H62 0.971
42 H 0.47547 -2.58311 -1.74473  N55 1.044
43 H -2.29415 -1.69474 -1.16148  O35 0.969
44 H 2.96849 -0.12940 0.46961  C13 1.116
45 H -0.82409 -3.44748 1.73274  O37 0.981
46 H 3.77975 0.06617 -1.95618  C8 1.138
47 O -1.57772 0.39661 0.07314  H12 0.967, H33 0.965
48 H -2.19775 2.65088 3.35362  O20 0.973
49 O 1.34274 -4.22391 -1.14811  H11 0.967, H19 0.977
50 H 0.84086 -2.18430 -4.18619  C60 1.063
51 C 2.42126 -1.51926 -1.98625  H3 1.100, C8 1.515, N55 1.542, H58 1.110
52 C 2.33818 1.99387 0.92221  H10 1.113, C13 1.503, H40 1.125, O53 1.431
53 O 0.91092 1.91102 0.86215  H21 0.964, C52 1.431
54 H 0.81566 3.26461 -3.23709  O28 0.964
55 N 0.89368 -1.69423 -2.09765  H1 1.031, H42 1.044, C51 1.542, C60 1.488
56 H -1.22605 1.92502 -2.08480  O39 0.979
57 O -0.86367 4.28147 -0.40217  H9 0.959, H22 0.955
58 H 2.72018 -1.96760 -1.01535  C51 1.110
59 H 2.64588 0.49227 -3.08592  C8 1.116
60 C 0.46706 -1.46033 -3.50338  H2 1.106, H5 1.092, H50 1.063, N55 1.488
61 H -0.45291 0.32633 2.67455  O36 0.965
62 H -4.04531 -0.83633 1.64375  O41 0.971

=====

2.
DFT (the ωB97M-V functional and the def2-TZVPD basis) results for a cluster of 15 separate species, C5H42N2O14 in total in a non-equilibrium geometry.

The net charge is 0. As for the HOMO energy: -8.68 eV. The calculation puts the frontier orbital gap at 8.63 eV. As for the spin multiplicity: 1. For the total energy, the calculation gives -37510.4324 eV.

Each atom is followed by the atoms it is bonded to, with distances in Å.
Geometry (Å):
1 H -2.28664 1.10116 1.84227  O7 0.976
2 H -0.66704 -2.42498 3.91518  C58 1.091
3 H -1.17171 -0.75465 -1.99062  O63 0.961
4 H 1.61431 2.64399 -3.03404  O17 0.965
5 O 1.92499 0.58772 0.61381  H51 1.014, H52 0.956
6 N -0.17657 -3.43019 0.03236  H29 1.036, C42 1.481, C50 1.495
7 O -2.63039 0.43010 2.46170  H1 0.976, H60 0.977
8 H -2.99658 -0.75332 1.25556  O9 1.000
9 O -3.00829 -1.64695 0.80687  H8 1.000, H15 0.965
10 H 0.03154 -3.77728 -3.09706  C33 1.077
11 O 3.64684 -2.60763 -1.33156  H25 0.973, H28 0.962
12 H -4.45433 2.26680 -0.50553  O46 0.957
13 H 2.17005 -1.40578 -2.80354  O61 0.961
14 O 4.28986 -0.19778 2.29864  H38 0.969, H56 0.967
15 H -3.26816 -2.20880 1.54668  O9 0.965
16 O -1.78436 3.71187 0.01970  H31 0.987, H55 0.984
17 O 2.30720 2.48006 -2.38290  H4 0.965, H40 0.982
18 H 2.41627 -2.49523 -3.69848  O61 0.973
19 H -1.68293 1.77268 -2.05219  O45 0.965
20 O 0.61570 4.06619 -1.06167  H49 0.957, H53 0.957
21 H 0.50403 4.71855 1.18953  O23 0.949
22 O -0.80910 1.53770 0.90203  H37 0.976, H59 0.973
23 O 1.06415 4.05607 1.57377  H21 0.949, H27 0.948
24 H 0.19908 -0.37656 2.88668  N44 0.999
25 H 3.77312 -2.03341 -2.10746  O11 0.973
26 H -1.56647 -3.03137 2.55371  C58 1.133
27 H 1.68204 3.57519 1.03845  O23 0.948
28 H 3.71579 -2.11707 -0.50730  O11 0.962
29 H 0.74474 -3.76634 -0.30161  N6 1.036
30 H -1.02314 -1.56458 0.83071  C42 1.125
31 H -1.38302 2.89122 0.39340  O16 0.987
32 H -1.36837 -4.48581 -1.23229  C50 1.087
33 C -0.22778 -3.01324 -2.38393  H10 1.077, H35 1.120, H47 1.104, C50 1.583
34 H -3.08452 2.31132 0.10282  O46 0.974
35 H -0.75624 -2.26479 -3.02891  C33 1.120
36 H -1.85396 2.53438 -3.40360  O45 0.958
37 H 0.00109 1.73660 1.40855  O22 0.976
38 H 3.36460 -0.34886 2.54378  O14 0.969
39 H -1.97398 -2.83184 -0.96099  C50 1.070
40 H 1.74380 1.86171 -1.86859  O17 0.982
41 C 0.49060 -2.33233 2.13216  C42 1.580, N44 1.505, H48 1.151, C58 1.477
42 C -0.04643 -2.09778 0.66482  N6 1.481, H30 1.125, C41 1.580, H62 1.092
43 H -0.36064 -4.01989 3.23095  C58 1.077
44 N 0.94355 -0.96854 2.58091  H24 0.999, C41 1.505, H57 1.036
45 O -1.84274 2.63721 -2.45117  H19 0.965, H36 0.958
46 O -3.70845 1.69630 -0.32322  H12 0.957, H34 0.974
47 H 0.57869 -2.37516 -1.98368  C33 1.104
48 H 1.37701 -3.03762 1.93070  C41 1.151
49 H 1.55925 4.12554 -1.20795  O20 0.957
50 C -1.10782 -3.43526 -1.13741  N6 1.495, H32 1.087, C33 1.583, H39 1.070
51 H 1.45402 0.05026 1.33328  O5 1.014
52 H 2.69453 0.92902 1.06629  O5 0.956
53 H 0.22139 4.93520 -0.99534  O20 0.957
54 H -2.44484 -0.39657 -1.03952  O63 1.017
55 H -1.65969 3.56428 -0.94479  O16 0.984
56 H 4.37920 0.72797 2.56230  O14 0.967
57 H 1.55023 -1.20762 3.38562  N44 1.036
58 C -0.52145 -2.98326 2.98914  H2 1.091, H26 1.133, C41 1.477, H43 1.077
59 H -0.47520 0.98557 0.17375  O22 0.973
60 H -1.81493 -0.06864 2.66482  O7 0.977
61 O 1.94359 -1.64466 -3.70599  H13 0.961, H18 0.973
62 H 0.70851 -1.60846 0.04546  C42 1.092
63 O -1.64828 -0.03963 -1.56138  H3 0.961, H54 1.017